Molecular formula: C41H105O34P7
Method: DFT, ωB97M-V/def2-TZVPD

Its SMILES is COP(=O)(OC)OC.COP(=O)(OC)OC.COP(=O)(OC)OC.COP(=O)(OC)OC.COP(=O)(OC)OC.COP(=O)(OC)OC.COP(=O)(OC)OC.C1CCOC1.C1CCOC1.C1CCOC1.C1CCOC1.COCCOC. For the total energy, the calculation gives -6573.2474 hartree. The LUMO energy comes out at 0.38 eV. The value obtained for the strongest force on any atom is 0.08034 hartree/bohr.

Structure (XYZ):
```
187
Properties=species:S:1:pos:R:3:mulliken_charge:R:1
C 9.09982 -19.22073 -29.33866 -0.15
H 9.19587 -16.07626 -30.40857 0.38
H -2.79163 -25.64319 -28.37943 0.30
C 1.20910 -23.82006 -25.64940 -0.02
C 6.16629 -27.14140 -32.06110 1.27
O 5.17476 -25.91239 -20.18814 -0.41
C 10.76050 -28.15258 -30.08522 -0.68
P 1.58690 -20.40892 -30.53337 0.87
C 0.93715 -20.88009 -33.03597 -0.65
H 1.42619 -30.71189 -25.50486 0.31
O 10.08345 -21.01338 -32.34015 -0.28
H 7.74572 -30.22786 -27.87454 0.38
H 8.61012 -22.29697 -33.71214 0.43
H -1.00916 -26.57782 -24.99971 0.35
C 11.18727 -20.27226 -31.90574 -0.77
H 10.93131 -25.66085 -30.91600 0.36
C 7.78353 -19.05979 -30.17857 0.33
H -1.52896 -24.92415 -29.31928 0.15
O 8.73421 -29.09023 -23.76798 -0.54
C 11.27613 -24.60915 -25.80146 0.57
C -0.82654 -27.49087 -25.56635 -0.86
H 7.72122 -19.85354 -30.92300 -0.15
H 6.19121 -26.16669 -31.57383 -0.52
H 3.97054 -27.59084 -26.73841 0.32
H 0.01966 -21.01382 -33.60906 0.29
C 9.13994 -26.44138 -30.05848 0.68
H 10.78645 -24.76141 -24.83962 0.15
H 6.76235 -28.91598 -23.24347 0.30
O 9.77451 -17.96902 -29.61812 -0.57
C 10.32475 -22.46571 -32.44986 -0.45
O 6.86101 -23.98886 -19.88933 -0.42
O 3.13116 -20.61341 -31.06711 -0.31
O 8.13005 -23.44112 -32.05077 0.30
C 11.17920 -30.07097 -26.54112 -0.53
P 6.14468 -24.94921 -21.03214 0.56
H 13.22120 -25.00927 -23.89983 0.27
H 8.51780 -23.27013 -21.06434 0.22
O 9.40200 -27.80394 -30.40997 -0.62
O 10.16962 -30.06224 -25.48880 -0.38
O 1.35149 -25.72395 -28.26821 -0.63
H 3.46621 -24.30524 -22.84541 0.24
C 4.22900 -20.71772 -30.17797 -0.17
O 9.66035 -19.57861 -22.66281 -0.33
C 8.40349 -22.93615 -28.58960 0.04
H 5.19277 -28.40224 -30.50089 0.34
O 1.62224 -29.75786 -23.66660 -0.29
H -0.41669 -28.22918 -24.87712 0.13
H 9.26223 -23.91698 -33.67064 0.43
H 1.27224 -23.26234 -26.58378 -0.15
O 7.02416 -25.74430 -21.96892 -0.29
C 4.17752 -24.46366 -29.43266 -0.30
H 3.49068 -23.71245 -29.82256 0.03
H 7.13912 -27.62024 -31.94968 -0.16
H 3.85948 -29.34164 -32.63758 0.33
H 5.65039 -27.87505 -19.87234 0.32
P 6.01333 -23.76690 -27.58825 -0.60
P 8.27943 -19.94275 -23.50307 0.84
P 0.46773 -25.84297 -27.11633 1.20
C 1.54169 -30.97411 -24.45320 -0.80
H 8.63253 -26.43858 -29.09379 0.12
O 7.25883 -22.70052 -27.76873 -0.04
O 7.84860 -29.06773 -26.11122 -0.15
O 2.62263 -27.94864 -25.24985 -0.03
O 0.97766 -25.18431 -25.70150 0.23
H 10.82630 -30.72918 -27.33505 0.27
H 5.21860 -27.39842 -21.62530 0.06
C 4.89840 -29.01961 -32.56652 -0.58
C 4.54367 -24.35652 -23.00208 -0.09
H 3.92300 -20.60945 -29.13742 0.40
O -0.97766 -25.15417 -27.42151 -0.43
H 4.60428 -27.27112 -25.10336 0.21
H 5.21562 -19.51815 -22.10093 0.33
C 13.45099 -24.70390 -24.92063 -0.83
O 11.83174 -23.30907 -25.95607 -0.38
H 8.09813 -17.66053 -31.83862 0.31
C 5.82580 -20.27894 -22.58774 -0.57
H 7.06829 -28.59272 -27.89715 0.04
H 12.21278 -26.45190 -25.41754 0.02
C 3.73665 -27.17901 -25.75668 -0.55
H 10.88861 -27.08688 -28.12234 -0.64
H 5.15239 -26.27836 -33.79948 0.33
O 5.00801 -23.44809 -26.49863 -0.54
O 2.53328 -27.66093 -22.68307 -0.13
O 9.87073 -27.50124 -25.52343 0.11
O 8.37038 -21.53388 -23.88341 0.11
O 5.44595 -23.94071 -29.13058 0.31
H 8.66909 -25.95519 -30.91289 -0.23
H 7.91357 -28.22396 -22.05296 0.19
H 2.24923 -23.74289 -25.33274 -0.09
H 10.31627 -17.75242 -22.17483 0.26
H 13.94379 -22.75553 -25.64755 0.36
C 5.06126 -27.98669 -31.49995 -0.56
C 7.40328 -25.28492 -25.98963 1.24
H 8.28742 -22.46140 -29.56389 -0.06
H 10.27477 -21.80606 -24.69189 0.43
H 10.60347 -24.89761 -29.34720 0.19
C 5.04007 -27.28498 -20.55603 -0.32
H 1.66718 -20.44264 -33.71698 0.29
H 0.47498 -23.44132 -24.93825 0.26
C 7.88492 -29.20721 -27.51819 -0.17
H 6.90696 -19.11663 -29.53320 0.18
H 8.57649 -23.23421 -19.25021 0.34
C 1.34021 -26.87790 -22.55829 -0.04
H 10.67028 -24.90388 -26.65831 -0.41
C 9.22542 -21.95780 -24.94475 0.47
H 5.00821 -19.99056 -30.40640 0.20
H 6.65700 -26.90912 -34.19262 0.35
C -1.71079 -25.64312 -28.52046 -0.66
H 12.78154 -22.81937 -24.24109 0.26
O 5.15722 -23.94240 -21.75996 -0.29
H 9.68944 -20.06837 -29.68789 -0.11
H 11.07053 -22.64910 -33.22334 0.47
C 11.18056 -27.01767 -29.17023 0.36
H 5.50461 -21.24376 -22.19525 0.11
C 10.52304 -25.82249 -29.91836 -0.58
H 6.82121 -24.57127 -33.22014 0.26
H 8.47158 -23.98819 -28.86651 -0.50
C 7.69171 -28.36199 -23.11118 -0.14
O 1.32577 -19.45168 -29.47213 -0.74
C 10.45077 -18.47591 -22.97892 -0.70
P 9.19850 -28.80846 -25.28514 0.32
H 4.67011 -25.37961 -23.35619 0.08
H 11.41292 -29.11731 -27.01440 0.09
C 5.82311 -27.08878 -33.51406 -0.78
O 7.98493 -19.02411 -24.63140 -0.73
H 0.65017 -31.50232 -24.11515 0.26
H 4.02406 -27.65059 -20.40717 0.16
C -0.06640 -22.20876 -29.32476 -0.31
H 11.36393 -28.22431 -30.99010 0.40
H 5.51300 -29.90091 -32.38301 0.30
H 11.52323 -18.67068 -22.97937 0.23
H 8.40078 -16.62574 -28.97236 0.32
H 3.51019 -26.12439 -25.91350 -0.02
H 4.13300 -27.41713 -31.45471 0.19
H 10.74128 -19.33807 -31.56445 0.14
H 5.56711 -20.26852 -23.64654 0.31
H 12.25485 -26.83977 -29.21871 0.48
H 10.60562 -22.89006 -31.48594 0.20
H 4.65777 -21.71528 -30.27350 -0.11
H -0.49691 -21.28708 -28.93327 0.42
H 7.73129 -22.06667 -20.15550 0.26
H -0.84528 -22.80417 -29.80113 0.15
H 10.90874 -29.09343 -29.55518 0.24
H 8.95338 -21.36809 -25.82016 -0.04
H 6.40437 -22.88816 -33.12960 0.40
H 4.30827 -25.16324 -30.25824 0.06
H 8.77862 -28.79426 -27.98602 -0.13
H 0.25600 -22.77166 -28.44881 -0.14
H 10.13354 -18.04187 -23.92711 0.31
H 2.38465 -31.66103 -24.37786 0.30
O 0.14702 -27.36749 -26.65864 -0.26
H 6.96255 -26.13761 -25.47313 -0.43
O 0.79063 -20.04478 -31.91664 -0.39
H 11.66918 -20.73360 -31.04375 0.31
C 8.81047 -16.97187 -29.92128 -0.62
H 4.90164 -23.73507 -23.82291 0.17
O 5.24979 -28.32407 -33.75028 -0.48
O 4.17299 -29.40456 -23.66095 -0.71
H 6.79672 -17.31950 -30.62007 0.31
H 12.06469 -30.54541 -26.11814 0.36
H 14.52087 -24.90137 -24.98745 0.42
H -1.42084 -26.62947 -28.88259 0.34
H 8.45806 -25.55426 -26.04427 -0.84
H 12.94797 -25.56593 -26.80934 0.19
C 6.81067 -23.71452 -32.54638 -0.57
C 9.04071 -23.04847 -33.05037 -0.99
C 12.55288 -25.48812 -25.79645 -0.06
H 9.38681 -22.64725 -28.21850 0.54
H 7.40449 -24.45248 -25.28597 0.06
O 7.19763 -19.91878 -22.27546 -0.38
H 7.68989 -27.40317 -23.62959 0.04
C 7.80477 -17.69796 -30.78950 -0.60
H 0.63670 -27.13982 -23.34858 -0.21
H 9.04418 -23.01508 -25.13814 -0.67
H 6.06309 -23.84408 -31.76380 -0.15
O 6.81712 -25.12931 -27.29323 0.77
C 13.08819 -23.25435 -25.19233 -0.51
P 2.84935 -28.76607 -23.84329 0.72
H 0.93544 -27.15741 -21.58559 0.33
C 7.95578 -23.13319 -20.14050 -0.62
H 12.03367 -20.10162 -32.57102 0.34
H 3.63587 -24.99038 -28.64698 -0.01
H 1.61512 -25.82341 -22.58225 0.10
H 1.31556 -21.89455 -32.91037 0.25
H -1.82556 -27.73666 -25.92641 0.37
O 1.06201 -21.89885 -30.17527 -0.05
H 8.84373 -19.22502 -28.27919 0.42
```